[1]
{"formula": "C2H2N4O2S", "method": "ωB97M-V/def2-TZVPD", "elements": ["C", "C", "N", "N", "N", "N", "O", "O", "S", "H", "H"], "positions_angstrom": [[1.182, -0.382, -0.932], [0.442, -0.755, 0.240], [0.849, 0.083, 1.271], [1.653, 1.067, 1.016], [-1.550, 0.742, -1.031], [-2.479, 0.303, -0.648], [-0.401, -1.622, 0.412], [-3.421, 0.012, -0.080], [2.100, 0.953, -0.521], [1.147, -0.665, -1.908], [0.480, 0.264, 2.182]], "forces_ev_per_angstrom": [[0.82, 1.84, 3.33], [-0.64, -1.35, -0.53], [0.15, 0.88, 0.25], [1.64, 1.03, -1.27], [2.50, 0.89, -2.00], [0.97, 1.05, 0.42], [-0.29, -0.23, -0.04], [-3.73, -1.79, 1.50], [-0.10, 0.03, 0.11], [-0.39, -1.17, -2.22], [-0.94, -1.18, 0.45]], "lowdin_charge": [-0.320, -0.635, -0.023, -0.328, 0.253, -0.303, -0.009, 0.132, 1.038, 0.035, 0.160], "e_homo_ev": [-8.613, -8.613], "largest_force_ev_per_a": 4.4, "gap_ev": [8.2649, 8.2667], "spin_multiplicity": 1}

***

[2]
{"formula": "CH7N2O", "method": "ωB97M-V/def2-TZVPD", "elements": ["O", "H", "H", "H", "N", "C", "N", "H", "H", "H", "H"], "positions_angstrom": [[1.238, -1.902, -0.559], [0.492, 0.080, -0.382], [1.205, -2.866, -0.543], [2.072, -1.723, -1.009], [0.236, 0.372, 0.560], [-1.142, 1.137, 0.425], [-1.430, 1.257, -0.847], [0.878, 0.870, 1.168], [-0.019, -0.499, 1.002], [-1.312, 1.535, 1.418], [-2.220, 1.739, -1.234]], "forces_ev_per_angstrom": [[0.41, -0.45, -0.13], [0.49, 0.67, -0.03], [-0.19, 0.08, 0.02], [-0.04, 0.09, -0.01], [-2.00, -0.05, 0.46], [0.62, -0.99, 0.77], [0.58, -0.07, -1.13], [0.57, -0.02, -0.59], [0.28, -0.23, 0.27], [-0.46, 0.71, -0.34], [-0.26, 0.26, 0.72]], "lowdin_charge": [-0.055, 0.088, 0.055, 0.054, 0.091, -0.403, -0.074, 0.122, 0.098, 0.039, -0.017], "e_homo_ev": [-4.005, -8.247], "largest_force_ev_per_a": 2.0, "gap_ev": [4.3543, 8.5640], "spin_multiplicity": 2}

***

[3]
{"formula": "C3H2N3O2", "method": "ωB97M-V/def2-TZVPD", "elements": ["C", "C", "C", "N", "N", "N", "O", "O", "H", "H"], "positions_angstrom": [[-0.821, 0.277, -0.034], [0.461, -0.392, 0.013], [-1.187, 1.600, 0.011], [-1.089, -2.003, 0.109], [-1.890, -0.522, -0.036], [1.747, -0.014, 0.106], [-1.714, 2.585, 0.065], [0.135, -1.667, 0.112], [1.976, 0.907, -0.258], [2.383, -0.771, -0.088]], "forces_ev_per_angstrom": [[0.94, 1.28, -0.09], [-0.05, 1.23, 0.62], [0.63, -1.50, 0.03], [-4.66, 1.44, -0.25], [0.37, -2.97, 0.18], [-2.58, -0.58, -1.02], [-0.33, 1.55, -0.01], [4.87, -0.21, 0.02], [0.18, -0.13, 0.31], [0.65, -0.10, 0.21]], "lowdin_charge": [-0.260, -0.195, 0.013, 0.210, 0.207, 0.295, 0.373, 0.037, 0.164, 0.157], "e_homo_ev": [-12.890, -16.244], "largest_force_ev_per_a": 4.9, "gap_ev": [7.1137, 8.8131], "total_charge": 1, "spin_multiplicity": 3}